Record 1
{
  "formula": "C27H48B2ClFN10O5PS",
  "method": "ωB97M-V/def2-TZVPD",
  "species": ["C", "O", "B", "O", "C", "C", "N", "O", "B", "C", "C", "N", "P", "S", "O", "C", "C", "C", "C", "F", "C", "C", "O", "Cl", "H", "H", "H", "H", "H", "H", "H", "H", "H", "H", "H", "H", "H", "H", "H", "H", "H", "H", "H", "H", "H", "H", "H", "H", "C", "C", "N", "H", "H", "H", "C", "C", "N", "H", "H", "H", "C", "C", "N", "H", "H", "H", "C", "C", "N", "H", "H", "H", "C", "C", "N", "H", "H", "H", "C", "C", "N", "H", "H", "H", "C", "C", "N", "H", "H", "H", "C", "C", "N", "H", "H", "H"],
  "positions_angstrom": [[0.9512, 0.8555, 2.2583], [0.8059, 0.7958, 0.8530], [-0.4561, 1.1475, 0.3793], [-0.4822, 1.9960, -0.7129], [-1.8621, 0.6017, 0.9524], [-2.2702, 1.5768, 2.0742], [-1.5100, 2.8505, 1.8994], [-2.7674, 0.8325, -0.1282], [-3.9300, -0.0805, -0.0352], [-4.2157, -0.6161, -1.5590], [-5.4154, -1.5991, -1.7419], [-5.6857, -2.4668, -0.5643], [-5.5760, 0.8488, 0.5542], [-5.9835, 0.7961, 2.4976], [-3.4745, -1.0360, 0.9711], [-2.0689, -0.9422, 1.1956], [-1.4697, -1.8064, 0.0643], [-0.0409, -2.3732, 0.3260], [1.0255, -1.8513, -0.6521], [2.1689, -1.4728, 0.0240], [-1.8541, -1.5476, 2.5906], [-2.9735, -1.3303, 3.5781], [-2.9686, -0.5506, 4.4131], [-4.3827, -2.4434, 3.5094], [0.0980, 0.4738, 2.8202], [1.2067, 1.8520, 2.6249], [1.8031, 0.2205, 2.5195], [0.3699, 1.9077, -1.1554], [-3.3292, 1.8108, 2.0121], [-1.9806, 1.1897, 3.0519], [-1.5371, 3.3163, 2.7980], [-1.9880, 3.4427, 1.2322], [-4.4524, 0.2644, -2.1777], [-3.3377, -1.0899, -1.9936], [-6.3012, -0.9765, -1.9114], [-5.2744, -2.1659, -2.6656], [-5.8452, -3.4031, -0.9217], [-6.6011, -2.2011, -0.2140], [-6.7397, 0.3650, -0.1022], [-5.4243, 2.2082, 0.1602], [-1.4159, -1.2526, -0.8823], [-2.1570, -2.6313, -0.1021], [-0.0826, -3.4512, 0.1499], [0.3289, -2.2388, 1.3426], [1.3507, -2.6471, -1.3229], [0.6348, -1.0410, -1.2654], [-0.9165, -1.2612, 3.0642], [-1.8012, -2.6312, 2.4496], [3.6996, 3.3712, 0.3528], [3.3545, 4.0633, 1.5970], [3.0702, 4.5774, 2.5692], [4.6679, 2.8851, 0.4592], [2.9444, 2.6166, 0.1336], [3.7441, 4.0794, -0.4666], [6.8511, 2.9185, -2.6436], [5.4281, 3.2687, -2.6501], [4.3215, 3.5222, -2.6549], [6.9905, 1.9772, -2.1354], [7.2164, 2.8283, -3.6629], [7.4172, 3.6926, -2.1269], [3.8480, 0.6086, 5.6843], [4.0377, 0.1230, 4.3162], [4.1844, -0.2443, 3.2527], [2.9569, 1.2317, 5.7322], [3.7313, -0.2348, 6.3619], [4.7112, 1.1965, 5.9894], [-10.2211, 0.1586, 3.3051], [-9.6622, -0.5409, 2.1502], [-9.2179, -1.0782, 1.2577], [-10.6036, -0.5632, 4.0244], [-9.4427, 0.7575, 3.7756], [-11.0323, 0.8103, 2.9853], [-2.5280, -2.6808, -5.3694], [-1.8390, -2.1758, -4.1813], [-1.3257, -1.7853, -3.2485], [-3.5295, -3.0119, -5.0995], [-2.6035, -1.8907, -6.1139], [-1.9730, -3.5173, -5.7903], [9.0779, -0.5996, -0.4716], [8.7194, -0.0264, -1.7724], [8.4417, 0.4197, -2.7796], [8.2042, -1.0657, -0.0201], [9.8542, -1.3497, -0.6010], [9.4444, 0.1808, 0.1892], [-5.1218, 0.3987, -7.2345], [-5.5680, -0.4120, -6.0988], [-5.9142, -1.0302, -5.2125], [-4.3314, 1.0754, -6.9150], [-4.7420, -0.2478, -8.0235], [-5.9552, 0.9814, -7.6212], [13.1654, -1.4044, 0.8559], [11.9427, -0.9623, 1.5309], [10.9956, -0.6197, 2.0541], [13.9095, -0.6113, 0.8858], [13.5626, -2.2861, 1.3543], [12.9463, -1.6491, -0.1817]],
  "lowdin_charge": [-0.08, 0.01, -0.60, 0.17, -0.24, -0.14, 0.04, -0.02, -1.01, -0.12, -0.31, 0.01, 0.47, -0.01, -0.06, -0.34, -0.09, -0.13, -0.22, -0.07, -0.07, -0.80, 0.07, 0.62, 0.07, 0.08, 0.06, 0.10, 0.08, 0.11, 0.07, 0.08, 0.09, 0.04, 0.07, 0.07, 0.05, 0.04, -0.06, -0.04, 0.08, 0.13, 0.10, 0.11, 0.10, 0.09, 0.11, 0.12, -0.08, -0.29, 0.11, 0.08, 0.08, 0.04, -0.08, -0.26, 0.14, 0.03, 0.08, 0.08, -0.06, -0.28, 0.14, 0.08, 0.08, 0.08, -0.07, -0.30, 0.14, 0.07, 0.07, 0.07, -0.06, -0.24, 0.19, 0.07, 0.07, 0.08, -0.07, -0.25, 0.14, 0.09, 0.07, 0.06, -0.07, -0.28, 0.16, 0.08, 0.08, 0.08, -0.06, -0.28, 0.15, 0.08, 0.08, 0.08],
  "total_charge": -1,
  "spin_multiplicity": 1,
  "lumo_ev": 1.3
}



Record 2
{
  "formula": "CH3BrFOP",
  "method": "ωB97M-V/def2-TZVPD",
  "species": ["C", "O", "F", "P", "Br", "H", "H", "H"],
  "positions_angstrom": [[-0.6539, -0.7494, -0.1643], [-0.3497, 1.6937, 1.2677], [0.7906, 1.3766, -2.2619], [0.2937, 0.7136, 0.4633], [2.3565, -0.0030, 1.1245], [-1.5723, -0.3102, -0.2968], [-0.0464, -1.3682, -0.8214], [-0.8186, -1.3530, 0.6889]],
  "lowdin_charge": [-0.18, -0.31, -0.58, 0.56, 0.38, 0.03, 0.07, 0.04],
  "total_charge": 0,
  "e_above_lowest_kcal_mol": 114.0,
  "spin_multiplicity": 1,
  "lumo_ev": [-3.0, -3.0]
}